[1]
Density functional theory data (wB97M-V/def2-TZVPD) for a cluster of 2 separate species, C5H15N2O in total.

Values from the calculation:
HOMO energy (spin up / spin down)   -17.98 / -17.98 eV
Kohn-Sham gap (spin up / spin down)   10.16 / 6.61 eV
ΔE to the lowest compared entry with this formula, charge and spin   0.9650 eV
Expectation value of S²   0.76
E_LUMO (spin up / spin down)   -7.821 / -11.375 eV
Electronic energy   -383.57488 Eh

The geometry in ORCA input format:
```
! wB97M-V def2-TZVPD RIJCOSX def2/J DEFGRID3
* xyz 2 2
O 2.68 -1.95 -1.08
N -0.14 1.33 -1.19
N 0.77 0.64 2.03
C -1.43 1.44 1.96
C -0.50 0.47 1.59
C -0.80 -0.52 0.48
C -1.16 -0.71 -2.00
C -0.23 -0.23 -0.89
H -1.24 2.21 2.72
H -0.55 -1.52 0.83
H -0.73 -0.65 -3.02
H 2.58 -2.67 -1.72
H 1.42 -0.13 1.86
H -1.04 1.74 -1.42
H -2.09 -0.16 -2.10
H 3.49 -2.02 -0.58
H 0.33 1.77 -0.41
H 0.82 1.18 2.89
H -2.46 1.35 1.67
H -1.90 -0.47 0.50
H -1.36 -1.79 -1.99
H 0.46 1.43 -2.01
H 0.72 -0.67 -1.17
*
```

Here are the Mulliken charges for atoms 1 to 6, given in e:
1. O -0.605
2. N -0.242
3. N -0.226
4. C -0.923
5. C 0.587
6. C -0.812

---

[2]
Density functional theory data (wB97M-V/def2-TZVPD) for a structure of composition C32H25I2N6O4RbSSe.

Values from the calculation:
HOMO energy   -2.93 eV
Kohn-Sham gap   6.23 eV
E_LUMO   3.303 eV
Electronic energy   -5283.24555 Eh

The geometry in ORCA input format:
```
! wB97M-V def2-TZVPD RIJCOSX def2/J DEFGRID3
* xyz -2 1
I -5.93 -2.47 0.76
I -4.55 -8.26 -0.12
Rb -1.28 -0.47 1.03
Se 1.08 -3.35 4.53
S 2.37 5.47 1.78
O 2.33 6.48 2.83
O 3.57 4.65 1.78
O -2.81 -2.30 0.26
O 2.02 5.99 0.46
N -0.04 1.73 -0.38
N -0.39 -3.16 -1.09
N -2.12 1.74 3.15
N 1.58 -0.17 0.78
N -0.37 -0.97 -2.65
N -0.77 -1.18 3.68
C -1.32 3.87 2.29
C 1.05 4.04 -1.51
C 1.30 3.10 2.76
C -2.64 -5.90 -0.15
C -0.31 3.87 -1.44
C 1.89 3.04 -1.00
C -0.51 -2.13 -3.28
C -2.22 -4.58 -0.06
C 0.14 0.09 -4.73
C -3.97 -6.25 0.03
C -0.80 2.69 -0.86
C 2.16 0.89 0.17
C -0.02 -1.12 -5.39
C -0.28 4.72 1.95
C -0.05 0.11 -3.36
C 4.34 0.12 0.79
C -0.36 -2.25 -4.66
C 3.55 1.08 0.15
C 0.25 2.25 3.10
C -4.92 -5.28 0.30
C 3.75 -0.96 1.40
C -0.06 -2.03 4.04
C 1.30 1.91 -0.43
C -3.16 -3.53 0.20
C 4.11 2.25 -0.46
C -0.75 -4.25 -0.19
C 3.32 3.19 -1.00
C -0.91 -3.31 -2.43
C -4.51 -3.96 0.38
C 2.35 -1.06 1.36
C 1.05 4.34 2.18
C -1.07 2.63 2.87
H 0.45 1.28 3.56
H -0.99 4.63 -1.79
H 2.32 2.81 2.93
H 3.74 4.11 -1.39
H 0.41 0.99 -5.27
H 1.86 -1.89 1.85
H -2.35 4.17 2.10
H -0.49 -3.21 -5.14
H 1.48 4.95 -1.91
H 4.33 -1.71 1.92
H 5.42 0.25 0.80
H -0.77 -2.30 -0.72
H -2.01 -3.38 -2.47
H -0.47 5.68 1.49
H -5.96 -5.54 0.44
H -0.34 -4.01 0.79
H -1.88 2.53 -0.79
H -0.52 -4.24 -2.86
H 0.11 -1.19 -6.47
H 5.18 2.39 -0.42
H -1.87 0.97 3.75
H -0.22 -5.15 -0.53
H 0.06 1.04 -2.80
H -2.98 2.20 3.43
H -1.90 -6.67 -0.35
*
```

Here are the Mulliken charges for atoms 1 to 6, given in e:
1. I -0.054
2. I -0.050
3. Rb 0.966
4. Se -0.399
5. S 1.310
6. O -0.747

---

[3]
Density functional theory data (wB97M-V/def2-TZVPD) for the molecule C22H29N3O3.

Values from the calculation:
HOMO energy   -8.92 eV
SMILES   Cc1cccc(Cc2nnc(CCC(=O)N(CC3CC3)C[C@H]3CCCO3)o2)c1
Kohn-Sham gap   9.77 eV
ΔE to the lowest compared entry with this formula, charge and spin   2.2704 eV
E_LUMO   0.845 eV
Electronic energy   -1245.69003 Eh

The geometry in ORCA input format:
```
! wB97M-V def2-TZVPD RIJCOSX def2/J DEFGRID3
* xyz 0 1
O -3.98 2.55 -0.24
O -1.67 -0.92 1.63
O 1.60 -0.99 0.85
N 0.48 -0.03 -0.76
N 1.41 0.85 -0.32
N -3.29 -0.29 0.21
C 3.21 0.80 1.40
C -1.64 -1.94 -0.53
C 4.80 0.65 -0.53
C 5.33 -0.57 1.46
C -2.93 3.14 -0.99
C -2.19 -1.00 0.54
C -1.95 2.31 0.99
C -0.21 -2.34 -0.14
C 2.06 0.26 0.63
C -1.64 2.51 -0.49
C 6.80 -0.66 -0.44
C 5.95 0.19 -1.15
C 4.49 0.28 0.77
C -3.86 0.60 1.21
C 0.61 -1.11 -0.05
C -3.47 2.08 1.01
C -6.17 -1.77 -0.84
C -5.12 -2.53 -0.11
C -4.74 -1.67 -1.28
C -3.97 -0.37 -1.07
C 6.49 -1.04 0.85
C 6.29 0.61 -2.55
H -4.95 0.52 1.18
H -4.47 -2.19 -2.19
H 3.18 1.89 1.34
H -4.84 -2.20 0.88
H 5.40 0.92 -3.09
H -1.41 1.47 1.43
H -0.77 3.15 -0.65
H -4.65 0.48 -1.11
H -6.61 -0.91 -0.36
H 4.13 1.31 -1.06
H 3.14 0.47 2.43
H -2.27 -2.82 -0.61
H 6.77 -0.20 -3.09
H -0.20 -2.83 0.83
H 7.69 -1.03 -0.91
H -3.49 0.28 2.18
H 5.09 -0.88 2.47
H 6.99 1.45 -2.52
H -3.95 2.64 1.82
H -2.93 4.23 -0.81
H -1.71 3.21 1.56
H -1.61 -1.43 -1.50
H 7.15 -1.71 1.39
H -3.13 2.96 -2.04
H -1.45 1.56 -0.97
H -5.08 -3.61 -0.23
H -3.25 -0.24 -1.88
H -6.86 -2.32 -1.47
H 0.21 -3.01 -0.89
*
```

Here are the Mulliken charges for atoms 1 to 6, given in e:
1. O -0.511
2. O -0.727
3. O -0.333
4. N -0.248
5. N -0.520
6. N 0.973